130
Properties=species:S:1:pos:R:3:forces:R:3:lowdin_charge:R:1 method="wB97M-V/def2-TZVPD" total_energy_ev=-116279.1661 total_charge=+1 lumo_ev=-2.701 homo_energy_ev=-11.7
C 7.863 -2.978 4.576 -0.28 0.22 -0.46 -0.054
C 6.376 -3.454 4.135 1.79 -1.78 2.09 -0.195
O 5.993 -3.046 2.805 0.99 -0.12 0.59 -0.169
N 5.073 -1.984 2.772 -0.22 -0.28 0.01 -0.350
C 3.720 -2.605 3.007 -3.61 -0.22 -0.13 -0.120
C 2.819 -1.948 4.139 0.15 -1.47 0.97 -0.163
C 1.520 -2.888 4.356 -0.49 1.58 -0.21 -0.130
C 0.289 -2.056 3.712 1.78 0.10 -0.01 -0.276
O -0.860 -2.868 3.438 0.96 0.95 -0.72 -0.073
C 5.451 -0.817 3.625 1.70 2.00 1.55 -0.158
C 4.810 0.596 3.267 -0.72 0.38 0.27 -0.101
C 4.972 1.550 4.551 1.57 0.08 -0.13 -0.424
N 3.780 2.242 5.051 0.77 -1.31 -0.69 0.110
O 6.111 1.666 5.014 -3.01 -0.01 -0.87 0.072
P 5.274 -1.446 1.033 -1.73 1.23 -3.05 0.860
N 4.043 -0.669 0.416 1.07 -0.95 1.91 -0.239
H 8.234 -2.108 3.936 -0.57 -1.16 0.90 0.080
H 8.603 -3.832 4.439 -1.05 1.15 0.19 0.089
H 7.867 -2.658 5.662 -0.02 -0.39 -1.29 0.087
H 6.458 -4.598 4.105 -0.48 1.67 -0.30 0.147
H 5.619 -3.252 4.960 0.66 0.10 -1.41 0.120
H 3.103 -2.556 2.037 1.09 0.02 1.14 0.121
H 3.757 -3.725 3.237 0.80 1.75 -0.26 0.161
H 2.439 -0.905 3.921 0.79 -1.09 0.23 0.102
H 3.408 -2.022 5.119 -0.84 0.56 -1.34 0.092
H 1.294 -2.947 5.465 0.54 -0.41 -1.44 0.103
H 1.669 -3.900 3.873 -0.38 1.11 0.65 0.124
H 0.085 -1.194 4.437 -0.21 -1.29 -0.89 0.128
H 0.727 -1.549 2.777 -1.01 -0.77 0.98 0.099
H -0.823 -3.015 2.468 -0.15 -0.06 0.89 0.073
H 6.585 -0.688 3.508 -1.66 -0.33 0.08 0.140
H 5.304 -0.963 4.746 -0.07 -0.45 -1.73 0.143
H 5.350 1.104 2.407 -0.63 -0.62 1.06 0.109
H 3.711 0.590 3.008 1.32 -0.32 0.19 0.100
H 2.971 1.599 4.983 0.61 0.55 -0.09 0.085
H 3.563 3.043 4.443 0.35 -0.16 0.36 0.072
H 6.478 -0.640 0.989 -0.30 -1.06 0.60 0.053
H 5.496 -2.664 0.282 0.43 0.54 1.05 0.058
H 3.334 -0.553 1.149 -0.17 0.32 -0.83 -0.023
C -2.922 0.719 2.854 0.01 -0.14 0.22 0.041
N -1.487 0.657 2.479 -0.14 -0.07 0.07 -0.424
O -0.700 1.284 3.166 0.08 -0.36 -0.44 0.056
O -1.201 -0.023 1.504 0.23 0.31 0.34 0.027
H -3.028 1.353 3.730 0.15 -0.08 -0.18 0.088
H -3.463 1.136 2.010 0.12 -0.20 0.04 0.091
H -3.249 -0.297 3.071 0.06 0.03 -0.16 0.112
C -0.144 1.188 -1.571 0.29 -0.04 0.24 0.041
N -1.355 1.996 -1.867 -0.07 0.11 0.09 -0.438
O -1.746 2.759 -1.003 -0.05 -0.18 -0.30 0.060
O -1.870 1.832 -2.957 0.05 0.10 0.32 0.060
H 0.205 1.434 -0.571 -0.14 -0.01 -0.10 0.089
H -0.427 0.139 -1.633 0.07 0.11 -0.12 0.082
H 0.610 1.439 -2.315 -0.14 -0.12 -0.04 0.106
C 6.755 4.065 2.296 0.38 -0.01 -0.06 0.052
N 5.528 4.881 2.482 0.21 0.40 -0.13 -0.422
O 5.590 6.056 2.192 -0.28 -0.45 0.20 0.092
O 4.540 4.306 2.915 0.10 0.08 -0.08 0.037
H 7.545 4.704 1.909 -0.16 0.01 0.08 0.097
H 7.030 3.658 3.269 -0.10 -0.03 -0.07 0.097
H 6.518 3.272 1.588 -0.06 0.03 0.11 0.094
C -0.608 -3.285 -1.115 -0.29 -0.22 0.06 0.063
N 0.610 -2.796 -0.416 -0.06 0.13 -0.22 -0.424
O 0.820 -3.217 0.713 0.18 0.21 -0.07 0.035
O 1.311 -2.009 -1.018 -0.16 -0.30 0.42 0.065
H -1.134 -3.977 -0.460 0.13 0.10 -0.03 0.101
H -1.229 -2.419 -1.340 0.11 -0.06 -0.09 0.101
H -0.284 -3.786 -2.025 -0.02 0.18 0.02 0.109
C -4.302 0.517 -4.815 -0.17 0.31 0.25 0.031
N -4.914 -0.812 -4.560 -0.05 0.12 -0.07 -0.432
O -6.023 -1.018 -5.019 0.27 -0.19 0.26 0.060
O -4.258 -1.605 -3.907 -0.28 0.07 -0.15 0.046
H -4.992 1.116 -5.404 0.08 -0.19 0.01 0.101
H -4.115 0.983 -3.848 0.07 -0.14 -0.05 0.086
H -3.378 0.352 -5.358 -0.11 -0.04 0.28 0.069
C -0.942 0.451 -7.978 0.07 0.19 0.01 0.020
N -2.177 1.257 -7.787 0.14 0.25 -0.16 -0.421
O -2.134 2.432 -8.096 -0.25 -0.38 0.20 0.085
O -3.151 0.677 -7.332 0.30 0.31 -0.51 0.023
H -0.166 1.092 -8.386 -0.22 -0.02 0.03 0.091
H -0.650 0.063 -7.004 -0.12 -0.10 -0.14 0.093
H -1.180 -0.354 -8.668 -0.06 0.06 0.19 0.095
C 3.900 -1.833 8.755 0.15 0.15 0.29 0.055
N 3.948 -2.998 7.833 0.12 -0.12 0.17 -0.437
O 4.959 -3.675 7.837 -0.34 0.15 -0.29 0.071
O 2.966 -3.192 7.135 0.43 -0.01 0.13 0.037
H 4.835 -1.785 9.308 -0.09 -0.10 -0.12 0.101
H 3.763 -0.939 8.148 -0.13 -0.09 0.06 0.099
H 3.059 -1.984 9.430 -0.01 0.07 -0.16 0.109
C -4.784 4.774 2.086 0.00 0.32 -0.13 0.057
N -5.404 3.448 2.338 -0.33 0.09 -0.09 -0.422
O -6.508 3.248 1.874 0.39 -0.18 0.21 0.082
O -4.754 2.650 2.996 -0.54 0.46 -0.17 0.019
H -5.470 5.374 1.492 0.02 -0.17 0.08 0.101
H -4.601 5.240 3.053 0.09 -0.12 -0.07 0.105
H -3.853 4.605 1.546 -0.02 -0.02 0.15 0.102
C -9.460 1.492 0.450 0.35 -0.02 -0.11 0.035
N -10.693 2.301 0.627 -0.16 0.20 0.00 -0.452
O -10.642 3.476 0.314 -0.11 -0.31 0.11 0.064
O -11.668 1.725 1.073 0.27 0.20 -0.13 0.063
H -8.677 2.130 0.047 -0.16 0.00 0.08 0.086
H -9.177 1.106 1.428 -0.10 -0.05 -0.11 0.100
H -9.693 0.684 -0.241 -0.05 0.00 0.18 0.098
C -9.142 -2.215 -4.853 0.20 0.17 0.19 0.037
N -9.871 -3.435 -5.286 -0.01 -0.17 0.15 -0.445
O -9.792 -4.418 -4.574 -0.12 0.21 -0.33 0.071
O -10.498 -3.361 -6.328 0.14 -0.11 0.21 0.046
H -8.631 -2.426 -3.916 -0.07 -0.08 -0.16 0.093
H -8.426 -1.966 -5.634 -0.13 0.04 0.04 0.090
H -9.877 -1.423 -4.722 0.05 -0.06 -0.16 0.102
C -10.281 -3.333 -9.783 -0.28 -0.18 0.06 0.037
N -9.158 -3.040 -10.712 0.04 -0.03 -0.19 -0.454
O -9.223 -3.507 -11.834 0.17 0.20 0.29 0.063
O -8.252 -2.352 -10.279 -0.20 -0.20 -0.18 0.054
H -11.011 -3.952 -10.300 0.16 0.09 -0.03 0.096
H -9.868 -3.859 -8.924 -0.04 0.20 0.00 0.088
H -10.720 -2.382 -9.489 0.15 -0.09 0.10 0.102
C 7.653 8.902 3.714 -0.20 0.29 0.04 0.044
N 8.862 8.195 3.219 0.19 0.18 -0.13 -0.448
O 9.718 8.863 2.673 -0.21 -0.38 0.16 0.078
O 8.906 6.990 3.398 0.02 0.17 -0.10 0.039
H 7.749 9.962 3.488 0.09 -0.16 -0.01 0.097
H 6.791 8.475 3.203 0.08 -0.08 0.13 0.089
H 7.595 8.741 4.789 -0.05 -0.11 -0.12 0.103
C 2.271 -2.800 -9.234 0.18 -0.13 -0.29 0.051
N 1.370 -1.753 -8.688 0.06 0.05 -0.16 -0.426
O 1.111 -0.805 -9.408 0.18 -0.37 0.33 0.060
O 0.954 -1.919 -7.555 0.10 0.15 -0.30 0.061
H 2.561 -2.521 -10.244 -0.10 0.05 0.14 0.099
H 3.142 -2.854 -8.583 -0.16 -0.07 0.03 0.102
H 1.720 -3.739 -9.236 0.08 0.07 0.13 0.105